{
  "formula": "C26H73N5O8",
  "method": "ωB97M-V/def2-TZVPD",
  "species": ["C", "C", "O", "H", "H", "H", "H", "H", "H", "C", "C", "O", "H", "H", "H", "H", "H", "H", "C", "C", "O", "H", "H", "H", "H", "H", "H", "C", "C", "C", "O", "C", "N", "H", "H", "H", "H", "H", "H", "H", "H", "H", "H", "H", "C", "C", "C", "O", "C", "N", "H", "H", "H", "H", "H", "H", "H", "H", "H", "H", "H", "C", "C", "C", "O", "C", "N", "H", "H", "H", "H", "H", "H", "H", "H", "H", "H", "H", "C", "C", "C", "O", "C", "N", "H", "H", "H", "H", "H", "H", "H", "H", "H", "H", "H", "C", "C", "C", "O", "C", "N", "H", "H", "H", "H", "H", "H", "H", "H", "H", "H", "H"],
  "positions_angstrom": [[1.69737, 3.26038, -5.45263], [1.23553, 4.64343, -5.88741], [0.39024, 5.12800, -4.87593], [1.98252, 3.14123, -4.40736], [2.53416, 2.91627, -6.06046], [0.86520, 2.58590, -5.65430], [0.61682, 4.48387, -6.77050], [2.02720, 5.36800, -6.07808], [0.86839, 5.27601, -4.05674], [-3.67036, -2.81739, -6.35598], [-5.00655, -2.52687, -5.68169], [-4.88091, -1.42076, -4.84872], [-3.30334, -1.87470, -6.76186], [-3.72197, -3.49598, -7.20742], [-2.88624, -3.16782, -5.68483], [-5.27075, -3.29400, -4.95380], [-5.76637, -2.39195, -6.45147], [-4.30050, -1.74482, -4.15611], [-5.63787, 6.71824, -0.66377], [-7.11145, 6.24963, -0.52254], [-7.49747, 6.43028, 0.87703], [-5.57874, 7.80306, -0.57565], [-5.30465, 6.32446, -1.62398], [-5.06127, 6.23521, 0.12511], [-7.27674, 5.25879, -0.94565], [-7.82525, 6.75117, -1.17602], [-7.33185, 7.34503, 1.11664], [3.07908, 3.49449, 5.86509], [2.13794, 3.47170, 7.12244], [0.70808, 3.60246, 6.65499], [0.45557, 4.77288, 5.94969], [-0.92595, 4.89304, 5.56385], [2.30529, 2.23910, 7.74603], [3.01502, 4.27346, 5.10535], [3.04237, 2.61817, 5.21793], [4.07418, 3.59541, 6.29834], [2.39690, 4.31847, 7.75807], [-0.00357, 3.63767, 7.47986], [0.39943, 2.73817, 6.06691], [-0.92542, 5.86066, 5.06204], [-1.52026, 5.00234, 6.47102], [-1.43241, 4.16002, 4.93593], [1.79489, 1.62343, 7.12915], [1.74201, 2.40940, 8.56689], [2.98347, 9.28843, 0.20950], [3.54927, 8.12383, -0.64948], [5.12864, 8.05160, -0.58637], [5.64429, 6.94373, -1.11659], [7.10575, 6.92871, -1.16763], [2.86801, 6.86578, -0.28430], [2.73933, 8.85589, 1.17975], [2.12672, 9.82223, -0.20176], [3.58631, 10.19651, 0.21918], [3.39553, 8.34704, -1.70524], [5.42153, 8.03691, 0.46344], [5.56099, 8.96314, -0.99900], [7.48093, 7.88420, -1.53419], [7.38048, 6.10277, -1.82372], [7.52794, 6.73420, -0.18172], [2.76337, 6.81689, 0.71908], [3.48575, 6.16994, -0.67712], [4.82312, -9.79920, -3.55677], [4.14014, -8.58814, -2.86088], [3.34650, -7.63822, -3.92201], [4.23921, -7.24864, -5.01505], [5.45887, -6.62296, -4.55823], [3.12761, -9.08532, -2.00022], [5.08406, -10.49811, -2.76207], [5.72754, -9.32827, -3.94194], [4.17625, -10.24685, -4.31126], [4.87904, -8.08997, -2.23322], [3.01242, -6.66938, -3.55074], [2.61910, -8.03148, -4.63217], [5.39396, -5.76669, -3.88689], [6.12064, -6.45372, -5.40765], [6.03245, -7.40175, -4.05562], [2.72812, -8.30481, -1.49891], [3.54781, -9.72891, -1.34498], [-1.04870, -0.02999, 0.28270], [-0.30970, -1.30370, -0.18059], [0.56029, -2.00821, 0.96471], [1.63735, -1.19706, 1.47738], [2.68392, -0.90084, 0.52012], [-1.30594, -2.36014, -0.64760], [-0.30781, 0.68466, 0.64109], [-1.67693, -0.26905, 1.14076], [-1.70758, 0.46087, -0.43357], [0.25213, -0.95541, -1.04727], [1.05969, -2.92198, 0.64265], [-0.11819, -2.30075, 1.76607], [3.58204, -0.52628, 1.01123], [2.38820, -0.16532, -0.22798], [2.86018, -1.78365, -0.09444], [-0.69464, -3.15833, -0.55118], [-1.81288, -2.40202, 0.22496], [-4.44145, -7.92501, 2.61323], [-4.69399, -6.72971, 3.58395], [-6.09684, -6.13805, 3.72707], [-6.28286, -5.30838, 2.67619], [-7.41550, -4.49246, 2.88152], [-4.22914, -7.26091, 4.87442], [-3.42580, -8.31912, 2.57813], [-4.64771, -7.74313, 1.55849], [-4.95897, -8.83305, 2.92266], [-4.07512, -5.88677, 3.27647], [-6.25260, -5.56289, 4.63977], [-6.74957, -7.01095, 3.71704], [-7.48374, -3.96239, 3.83151], [-8.30632, -5.08942, 2.68616], [-7.55715, -3.67076, 2.17949], [-3.24303, -7.24918, 5.09248], [-4.51533, -8.20565, 5.08811]],
  "forces_ev_per_angstrom": [[0.35, -0.50, -0.86], [0.13, -0.70, 0.96], [-1.15, 0.77, 0.13], [-0.02, 0.42, 0.04], [0.11, -0.08, -0.07], [0.05, -0.16, 0.24], [0.09, 0.48, -0.09], [0.22, -0.15, -0.24], [0.23, -0.07, -0.09], [0.23, 0.26, -0.50], [0.74, -1.28, 0.04], [0.00, 1.48, 0.34], [-0.02, 0.14, -0.06], [-0.20, -0.23, 0.13], [-0.18, -0.14, 0.23], [-0.44, -0.94, -0.83], [-0.18, 0.23, 0.35], [0.07, 0.49, 0.32], [-1.43, -0.98, -0.36], [0.41, 1.16, 0.67], [-0.26, -1.11, -1.10], [0.21, -0.07, -0.20], [0.44, 0.51, -0.10], [0.03, 0.10, -0.03], [0.39, -0.67, 1.27], [0.18, 0.99, 0.06], [0.04, 0.08, -0.21], [0.61, 0.53, 0.39], [0.37, 2.30, -4.01], [-1.11, 0.48, 0.42], [-0.60, 0.01, -1.42], [0.74, 1.61, 0.74], [0.10, -0.87, 1.45], [-0.61, 0.62, 0.58], [-0.18, -0.60, 0.60], [0.25, -0.34, -0.29], [0.06, -0.07, 0.13], [0.03, -0.41, 0.80], [0.27, -0.43, -0.33], [-0.38, -0.12, -0.16], [-0.21, -0.07, 0.18], [0.79, -0.56, -0.15], [0.00, -0.89, 0.36], [-0.13, -1.20, 0.69], [0.21, 0.00, -0.86], [0.64, 0.70, -0.17], [-1.57, 2.03, 2.67], [1.97, -2.60, -2.20], [-1.45, -0.27, 0.08], [0.54, 1.25, -1.05], [0.13, 0.65, 0.24], [-0.76, -1.05, -0.22], [1.05, -0.47, 0.69], [-0.56, -0.21, -0.17], [-0.08, 0.49, 0.75], [-0.10, 0.35, -0.37], [0.00, 0.00, -0.15], [-0.03, 0.21, -0.04], [-0.10, 0.09, 0.21], [0.33, -0.41, 0.05], [-0.22, -0.76, 0.54], [-0.12, 1.87, 0.64], [-1.49, -0.20, -2.01], [3.06, 0.36, -1.30], [1.32, 1.10, 0.73], [0.22, -1.83, -0.49], [-1.23, -0.48, 0.74], [0.07, -0.22, -0.21], [0.14, -0.86, -0.58], [0.25, 0.02, 0.04], [0.32, 0.72, -0.63], [-0.38, -0.26, 0.88], [-0.72, -1.00, 1.39], [-0.51, 0.19, -0.20], [-0.55, 0.62, -0.30], [0.08, 0.14, 0.58], [-0.24, -0.15, 0.39], [-0.22, -0.02, 0.33], [0.39, -0.63, 0.91], [-0.57, -0.13, -0.10], [0.79, 1.85, -1.17], [0.02, 0.42, -0.12], [-1.28, -0.46, -0.20], [1.50, 1.42, 1.06], [-0.02, 0.12, -0.05], [-0.11, -0.04, 0.22], [0.31, -0.34, -0.39], [0.54, -0.57, 0.03], [-0.33, -0.31, -0.67], [0.14, 0.40, 0.32], [-0.24, -0.35, 0.27], [-0.32, 0.42, 0.20], [0.50, -0.36, 0.23], [-0.28, -0.92, -0.60], [-1.07, -0.51, 0.05], [-0.58, 0.18, -0.93], [1.78, -1.53, 0.56], [0.97, -1.96, 0.74], [-0.72, 2.27, -1.73], [-1.10, 0.20, -0.95], [-0.17, 0.63, 1.39], [0.46, 0.78, 0.52], [-0.49, 0.17, -0.04], [-0.69, 0.20, 0.08], [0.29, -0.06, 0.17], [0.46, -0.41, 0.49], [-0.82, -0.02, 0.11], [0.33, -0.57, 0.53], [-0.31, -0.19, 0.57], [0.95, -0.17, -0.58], [0.03, 0.46, -0.55], [-0.39, 0.02, -0.38]],
  "smiles": "COC[C@H](C)N.COC[C@H](C)N.COC[C@H](C)N.COC[C@H](C)N.COC[C@H](C)N.CCO.CCO.CCO",
  "lumo_energy_ha": 0.012,
  "e_tot_ev": -51967.9514,
  "total_charge": 0,
  "e_above_lowest_kj_mol": 502.09,
  "orbital_gap_ev": 9.27
}

***

{
  "formula": "C26H74AsF6N4O14",
  "method": "ωB97M-V/def2-TZVPD",
  "species": ["As", "F", "F", "F", "F", "F", "F", "C", "C", "C", "O", "C", "N", "H", "H", "H", "H", "H", "H", "H", "H", "H", "H", "H", "C", "C", "C", "O", "C", "N", "H", "H", "H", "H", "H", "H", "H", "H", "H", "H", "H", "C", "C", "C", "O", "C", "N", "H", "H", "H", "H", "H", "H", "H", "H", "H", "H", "H", "C", "C", "C", "O", "C", "N", "H", "H", "H", "H", "H", "H", "H", "H", "H", "H", "H", "C", "C", "O", "O", "H", "H", "H", "H", "H", "H", "C", "C", "O", "O", "H", "H", "H", "H", "H", "H", "C", "C", "O", "O", "H", "H", "H", "H", "H", "H", "C", "C", "O", "O", "H", "H", "H", "H", "H", "H", "C", "C", "O", "O", "H", "H", "H", "H", "H", "H"],
  "positions_angstrom": [[-0.57762, -0.16463, 0.13012], [-1.54933, -1.39582, 1.04267], [0.44718, -1.47974, -0.51782], [0.39919, 1.04552, -0.87020], [-1.56999, 1.18068, 0.79898], [0.50598, -0.09053, 1.51549], [-1.69821, -0.45056, -1.28483], [1.17668, -3.16400, 2.11916], [1.82486, -4.14497, 1.09686], [1.97118, -5.58874, 1.61306], [2.72896, -5.77925, 2.80577], [4.09265, -5.24661, 2.72167], [1.06579, -4.02711, -0.13813], [1.64585, -2.18029, 2.13628], [1.37900, -3.53141, 3.12523], [0.09232, -3.17200, 2.00870], [2.81077, -3.70978, 0.93347], [2.40916, -6.19598, 0.82089], [0.96042, -5.91518, 1.85779], [4.65497, -5.72697, 3.52238], [4.22614, -4.16905, 2.81731], [4.46295, -5.57771, 1.75144], [0.12298, -4.36432, -0.00584], [0.91267, -3.05434, -0.36257], [3.73269, -0.27430, -1.63070], [3.58413, 0.61477, -2.89889], [4.53045, 0.40729, -4.05189], [5.92663, 0.45754, -3.74088], [6.49427, 1.74362, -3.69852], [2.21624, 0.50540, -3.33158], [3.70170, -1.33163, -1.89373], [2.91651, 0.00070, -0.96263], [4.64483, -0.09570, -1.06131], [3.69318, 1.61739, -2.48543], [4.46887, 1.09456, -4.89567], [4.40591, -0.60136, -4.44589], [6.00243, 2.28795, -2.89236], [6.43294, 2.27181, -4.65002], [7.56439, 1.76048, -3.49199], [1.99381, 1.33479, -3.86331], [1.63167, 0.73165, -2.53962], [2.28775, 3.79480, 3.89047], [1.95509, 2.69301, 2.93258], [3.17655, 2.13239, 2.15827], [3.78472, 3.07102, 1.22124], [4.99785, 2.54606, 0.63146], [1.17054, 1.65764, 3.61013], [1.32683, 4.23101, 4.16331], [2.78778, 4.60839, 3.36496], [2.81516, 3.43673, 4.77462], [1.27067, 3.04277, 2.15971], [2.79250, 1.24610, 1.65320], [3.90849, 1.68201, 2.82873], [4.80329, 1.59727, 0.13142], [5.80322, 2.38795, 1.34873], [5.23425, 3.23091, -0.18291], [1.00754, 0.86295, 3.00847], [0.26268, 2.08702, 3.71755], [-0.64152, -1.95601, 4.61561], [-2.08296, -1.59436, 5.02181], [-3.04793, -1.88452, 3.90321], [-4.32773, -1.47721, 4.38416], [-5.41788, -1.29782, 3.39119], [-2.41555, -2.40498, 6.17378], [0.08133, -2.04669, 5.42639], [-0.21565, -1.30518, 3.85196], [-0.74797, -2.93097, 4.13999], [-2.13723, -0.54017, 5.29356], [-3.00020, -2.94371, 3.65035], [-2.71687, -1.37150, 3.00027], [-5.18439, -0.59659, 2.59003], [-6.32703, -0.99444, 3.91034], [-5.76651, -2.26033, 3.01684], [-2.22592, -3.33605, 5.83135], [-3.41915, -2.44805, 6.27875], [-0.60972, 3.87098, -2.78709], [0.13426, 4.97785, -3.50506], [-0.39782, 5.24048, -4.74289], [-2.00695, 4.11645, -2.56867], [-0.10588, 3.69272, -1.83710], [-0.56630, 2.93447, -3.34312], [1.18397, 4.70125, -3.60349], [0.13681, 5.89883, -2.92206], [-1.30696, 5.51084, -4.59468], [-2.41493, 3.40603, -2.06823], [-2.32490, -0.96310, -5.63215], [-3.35673, -1.49557, -4.59847], [-3.50922, -0.62079, -3.47695], [-2.82243, 0.19352, -6.27960], [-2.10886, -1.76286, -6.34054], [-1.38264, -0.66110, -5.17493], [-3.14128, -2.51330, -4.27302], [-4.32653, -1.50306, -5.09599], [-2.69612, -0.61267, -2.96665], [-2.43906, 0.96147, -5.84962], [1.23590, -2.77699, -3.69804], [0.63154, -4.08033, -4.31274], [-0.37908, -3.78589, -5.26552], [1.98370, -1.95977, -4.62513], [1.87630, -3.08766, -2.87253], [0.38455, -2.27686, -3.23633], [0.17910, -4.62154, -3.48179], [1.43283, -4.72942, -4.66589], [0.00764, -3.14261, -5.86405], [2.17054, -1.08326, -4.28100], [-3.87187, 2.38619, 4.63226], [-3.29342, 2.29678, 3.21594], [-1.88739, 2.42295, 3.23339], [-3.96299, 3.70030, 5.15778], [-3.35654, 1.72061, 5.32475], [-4.87246, 1.95493, 4.66284], [-3.74166, 3.09257, 2.62104], [-3.62992, 1.39507, 2.70427], [-1.70465, 2.09809, 2.34870], [-3.11058, 4.08582, 4.94247], [-5.50797, 2.65392, -0.79191], [-4.34879, 1.89113, -1.49110], [-3.05326, 2.23591, -0.97807], [-5.63599, 2.15514, 0.57676], [-6.46823, 2.58097, -1.30247], [-5.26260, 3.70934, -0.91010], [-4.36910, 2.05688, -2.56824], [-4.61044, 0.84269, -1.34824], [-2.79061, 1.69936, -0.22659], [-6.21014, 2.65135, 1.16475]],
  "forces_ev_per_angstrom": [[-0.07, -1.52, -1.36], [-0.63, -0.70, 0.68], [1.06, -0.77, -0.78], [1.06, 1.02, -0.77], [-1.74, 2.19, 1.53], [1.57, 0.22, 1.75], [-1.12, -0.13, -1.42], [0.79, -1.41, 1.08], [-0.44, 1.81, 0.86], [-0.28, 0.81, -0.20], [1.07, 1.29, 0.21], [-1.21, -1.25, -0.25], [0.60, -1.71, -0.72], [-0.56, 0.12, -0.63], [0.00, -0.22, 0.37], [0.13, 0.53, -0.20], [0.31, -0.33, -0.40], [-0.09, -0.21, -0.25], [0.00, -0.41, -0.03], [-0.05, -0.06, -0.04], [-0.56, 0.11, -0.03], [0.47, 0.14, -0.07], [-0.20, -0.25, 0.24], [0.24, 0.32, 0.03], [0.37, 0.08, -0.78], [0.40, 0.83, 2.01], [1.34, -0.64, -0.42], [0.92, -0.44, 0.39], [-0.49, 0.15, 0.42], [-0.70, 0.41, -0.81], [-0.23, -0.09, 0.12], [-0.21, -0.30, -0.07], [0.24, 0.04, -0.36], [0.55, 0.51, -0.11], [-1.05, 0.31, -0.02], [-0.25, -0.09, -0.05], [0.03, 0.58, -0.12], [-0.55, 0.15, -0.25], [0.02, -0.78, 0.26], [0.12, 0.10, -0.90], [-0.54, -0.77, 0.87], [-0.64, 0.69, -0.35], [0.31, -0.49, -1.35], [-0.49, -0.53, -0.07], [0.35, -0.97, 0.85], [-1.66, 0.15, -0.17], [0.84, 0.05, 0.79], [-0.04, 0.03, 0.57], [0.49, -0.08, 0.13], [0.08, 0.08, -0.08], [0.34, 0.77, -0.44], [-0.09, 0.05, -0.71], [0.50, 0.50, 0.43], [-0.13, -0.24, 0.17], [0.09, 0.31, 0.13], [0.39, 0.22, 0.32], [0.02, -0.05, -0.31], [-0.32, -0.24, 0.35], [-0.60, -0.12, -0.64], [1.09, 0.37, 0.08], [0.14, 0.85, -0.61], [-1.79, 0.43, -1.28], [0.84, -0.86, 1.28], [-0.08, -0.63, 0.66], [-0.36, 0.14, 0.25], [-0.21, 0.15, 0.01], [0.39, -0.26, -0.01], [-0.14, 0.11, -0.03], [-0.28, -0.42, 0.10], [-0.32, 0.33, -0.21], [0.25, -0.11, 0.04], [0.39, 0.64, 0.48], [0.64, -0.28, -0.54], [0.35, -0.62, 0.32], [-0.37, 0.47, 0.12], [-0.53, -0.91, 0.81], [-0.25, -0.26, 1.47], [-0.40, 0.44, -1.89], [0.88, 1.91, -1.18], [0.06, -0.10, 0.20], [0.47, -0.07, -0.28], [-0.01, -0.25, -0.18], [-0.08, 0.13, 0.47], [-0.21, -0.13, -0.05], [0.27, -0.71, 0.68], [-0.34, -0.20, 1.08], [0.45, 1.00, 0.13], [-0.42, -0.27, -1.04], [-0.24, 0.12, -0.66], [-0.11, 0.12, -0.33], [0.12, -0.52, 0.42], [0.33, -0.11, -0.06], [-0.07, -0.02, -0.10], [0.46, -0.03, 0.69], [-0.14, -0.05, 0.09], [0.02, -0.49, 0.00], [0.75, 1.43, 0.77], [0.18, -0.42, -0.11], [-0.77, -2.15, -0.80], [0.13, -0.07, 0.11], [0.05, 0.57, -0.12], [-0.22, 0.14, 0.01], [0.06, -0.03, -0.62], [0.06, 0.20, -0.10], [-0.55, 0.69, 0.90], [-0.44, -1.05, -0.27], [-0.87, 0.43, 0.93], [-0.61, 0.05, 0.27], [0.26, 0.07, -0.21], [0.66, 0.06, -0.02], [-0.32, 0.28, -0.37], [-0.09, 0.39, -0.07], [0.21, -0.42, 0.25], [1.10, -0.28, -0.71], [0.15, 0.34, 0.12], [0.54, 0.19, 0.28], [-0.66, -0.30, 1.19], [-1.90, 0.57, -1.27], [0.63, -0.06, -0.99], [-0.05, -0.64, -0.26], [0.18, 0.36, 0.87], [0.05, 0.26, 0.04], [0.58, -0.29, -0.02], [0.34, -0.44, 0.35], [-0.03, 0.44, -0.50]],
  "lumo_energy_ha": [0.147, 0.147],
  "e_tot_ev": -139930.5447,
  "total_charge": -2,
  "spin_multiplicity": 2,
  "orbital_gap_ev": [3.30, 8.01]
}